[1]
DFT (the ωB97M-V functional and the def2-TZVPD basis) results for an isolated molecule of C4H6N2.

Element x y z (Å)
N: -1.23883 0.80928 1.45296
C: -0.46379 0.32124 0.36888
C: -0.54490 -0.86454 -0.32333
C: 0.65207 -1.02115 -1.06954
C: 1.41781 0.09341 -0.84584
N: 0.74232 0.90612 0.02508
H: -2.14823 1.18578 1.20997
H: -1.38652 0.05520 2.11661
H: -1.37423 -1.55872 -0.27906
H: 0.93422 -1.87567 -1.66796
H: 2.38808 0.36376 -1.23977
H: 1.07492 1.81303 0.31451

Calculated values
SMILES string: Nc1ccc[nH]1
total charge: 0
LUMO level: 1.091 eV
multiplicity: 1
orbital gap: 9.15 eV
HOMO: -8.1 eV

[2]
DFT (the ωB97M-V functional and the def2-TZVPD basis) results for a structure of composition C46H58LaN3O2S2 in a non-equilibrium geometry.

Element x y z (Å)
La: 1.23874 0.41070 -1.25320
C: 5.03819 -2.28564 4.42257
C: 5.27282 -0.77178 4.35470
C: 6.78156 -0.51231 4.41584
C: 4.60425 -0.09720 5.56347
C: 4.64034 -0.20194 3.08061
C: 3.38239 -0.54809 2.70744
C: 2.81346 0.00198 1.52205
N: 1.56214 -0.20592 1.04955
C: 0.48762 -0.69346 1.69926
C: 0.33913 -0.81771 3.11018
C: -0.76246 -1.41670 3.62752
C: -1.74122 -1.93355 2.70611
C: -1.71833 -1.78757 1.34397
C: -0.60993 -1.07947 0.80764
O: -0.49322 -0.79090 -0.44910
C: -2.82675 -2.33560 0.43421
C: -2.22940 -3.29678 -0.60613
C: -3.53874 -1.17320 -0.27650
C: -3.87602 -3.10614 1.23590
C: -0.94019 -1.53797 5.14505
C: -2.24945 -2.23449 5.52092
C: -0.93631 -0.13358 5.76432
C: 0.23191 -2.35134 5.71673
C: 3.63430 0.82812 0.64236
O: 3.10582 1.16291 -0.51677
C: 4.90622 1.26436 1.07040
C: 5.34314 0.74444 2.26396
C: 5.75766 2.23249 0.23666
C: 7.06928 2.57557 0.94897
C: 4.98691 3.54271 0.01652
C: 6.11231 1.59016 -1.11266
H: 5.55421 -2.69376 5.29350
H: 5.42556 -2.79005 3.53404
H: 3.98011 -2.53769 4.52907
H: 7.19392 -1.01177 5.29297
H: 7.01903 0.54963 4.51446
H: 7.30165 -0.90578 3.53789
H: 5.04529 -0.47071 6.49063
H: 3.53116 -0.31073 5.58886
H: 4.73653 0.98748 5.53951
H: 2.82316 -1.27857 3.27383
H: 1.08659 -0.38425 3.75902
H: -2.58204 -2.45859 3.13484
H: -1.49578 -2.80906 -1.24673
H: -3.02826 -3.68678 -1.24173
H: -1.75165 -4.14821 -0.11556
H: -2.84054 -0.59771 -0.88647
H: -4.00545 -0.50367 0.45200
H: -4.32804 -1.56740 -0.92369
H: -3.44159 -3.95448 1.77114
H: -4.62359 -3.50416 0.54805
H: -4.40035 -2.47125 1.95523
H: -3.12467 -1.69381 5.14980
H: -2.33058 -2.27724 6.60751
H: -2.29246 -3.26352 5.15319
H: -1.75663 0.47376 5.37420
H: 0.00047 0.39514 5.57255
H: -1.05690 -0.20961 6.84681
H: 0.29464 -3.33864 5.25302
H: 0.10079 -2.49062 6.79170
H: 1.18655 -1.83889 5.56415
H: 6.32086 1.04646 2.60497
H: 6.90277 3.04682 1.92178
H: 7.62526 3.28562 0.33603
H: 7.70778 1.69890 1.08882
H: 4.73550 4.01190 0.97114
H: 4.06963 3.39184 -0.55073
H: 5.61278 4.24159 -0.54249
H: 6.65986 0.65546 -0.96740
H: 6.75644 2.26773 -1.67736
H: 5.23003 1.38831 -1.71795
S: 0.71622 0.45277 -4.07010
C: -0.91545 0.90411 -4.03229
N: -1.70349 0.75570 -5.06369
C: -3.12980 1.13337 -4.98839
C: -3.63114 0.80615 -3.62044
N: -2.80490 1.53796 -2.63640
C: -3.56352 2.23089 -1.55313
C: -4.39859 3.34283 -2.12964
C: -3.77521 4.49652 -2.60528
C: -4.53114 5.51665 -3.16239
C: -5.91504 5.39171 -3.24160
C: -6.53954 4.24860 -2.76377
C: -5.78076 3.22411 -2.21087
C: -1.51434 1.61792 -2.79480
S: -0.50020 2.53800 -1.78122
C: -1.30195 0.10840 -6.34576
C: -1.92613 -1.25525 -6.49150
C: -2.91034 -1.46572 -7.44994
C: -3.50623 -2.71501 -7.58443
C: -3.12288 -3.75589 -6.75289
C: -2.13945 -3.55040 -5.78980
C: -1.54094 -2.30622 -5.65995
H: -3.66153 0.54461 -5.73090
H: -3.24328 2.19304 -5.22337
H: -3.57015 -0.26358 -3.41566
H: -4.65957 1.13604 -3.50417
H: -2.83967 2.60125 -0.83802
H: -4.18116 1.47385 -1.07166
H: -2.69682 4.60429 -2.52455
H: -4.04557 6.41625 -3.52123
H: -6.50585 6.19214 -3.66786
H: -7.61700 4.15622 -2.81381
H: -6.27177 2.33697 -1.82284
H: -0.21952 0.08217 -6.37842
H: -1.65761 0.77058 -7.13537
H: -3.20014 -0.65714 -8.11375
H: -4.26195 -2.87352 -8.34325
H: -3.58088 -4.73118 -6.86078
H: -1.82670 -4.36904 -5.15248
H: -0.75420 -2.15586 -4.92675

Calculated values
total charge: +2
LUMO level (alpha / beta): -7.152 / -7.183 eV
multiplicity: 1
orbital gap (alpha / beta): 5.88 / 5.83 eV
HOMO (alpha / beta): -13.0 / -13.0 eV

[3]
DFT (the ωB97M-V functional and the def2-TZVPD basis) results for a structure of composition C32H41CsGeN7S.

Element x y z (Å)
Cs: 1.25731 0.30166 -0.31994
C: 3.05092 -5.97558 1.69291
C: 1.63011 -5.43040 1.74124
N: 1.28490 -4.61972 0.59510
C: 1.67556 -3.32461 0.42486
S: 1.30684 -2.65064 -1.13558
N: 2.33112 -2.82831 1.46215
N: 2.46701 -1.46732 1.53264
C: 3.46538 -1.07348 2.24342
C: 4.49873 -2.00317 2.80933
C: 3.58895 0.38404 2.55040
C: 4.20952 0.78489 3.73687
C: 4.32260 2.13147 4.02730
C: 3.83286 3.05827 3.12040
C: 3.23792 2.57902 1.96514
N: 3.10409 1.28477 1.68494
H: 3.23638 -6.64081 2.53809
H: 3.76861 -5.15721 1.72997
H: 3.21893 -6.53922 0.77389
H: 1.49352 -4.82321 2.63504
H: 0.91041 -6.25175 1.78784
H: 0.98824 -5.07596 -0.25023
H: 4.67186 -2.81417 2.10524
H: 4.15875 -2.46811 3.73967
H: 5.43497 -1.48192 3.00576
H: 4.58425 0.04157 4.42568
H: 4.78916 2.45308 4.94968
H: 3.91002 4.12199 3.29693
H: 2.81951 3.25769 1.22918
N: -1.01361 1.48686 1.63994
C: -0.39967 2.73045 2.11922
C: -0.33071 3.76762 1.00942
N: 0.57553 3.33527 -0.04343
C: 0.78429 4.30033 -1.10697
C: 1.90307 3.85592 -2.03560
N: 1.53106 2.62970 -2.74896
H: -2.01915 1.60081 1.55758
H: -0.84933 0.73854 2.30533
H: 0.61614 2.49638 2.44127
H: -0.92228 3.16152 2.98175
H: 0.05738 4.70124 1.42801
H: -1.34592 3.98340 0.63218
H: 0.23891 2.46705 -0.43638
H: 1.06434 5.25554 -0.65314
H: -0.13226 4.49378 -1.69175
H: 2.78366 3.63593 -1.42755
H: 2.15945 4.68457 -2.70767
H: 2.28736 2.31719 -3.34597
H: 0.74084 2.81020 -3.35995
C: -3.17936 -4.16043 0.82543
C: -2.64879 -3.12266 1.57767
C: -2.26426 -1.94514 0.95388
C: -2.40412 -1.78249 -0.42286
C: -2.92539 -2.83890 -1.16772
C: -3.31582 -4.01711 -0.54686
Ge: -1.84900 -0.14714 -1.31890
C: -3.05453 1.32704 -0.89138
C: -4.13443 1.15594 -0.02562
C: -4.94729 2.22954 0.31700
C: -4.68768 3.49215 -0.19585
C: -3.60961 3.68000 -1.05113
C: -2.79960 2.60559 -1.38860
C: -1.82395 -0.42090 -3.24676
C: -0.97296 -1.38787 -3.78776
C: -0.95195 -1.62121 -5.15525
C: -1.77547 -0.88924 -6.00021
C: -2.62268 0.07461 -5.47450
C: -2.64495 0.30927 -4.10619
H: -3.47627 -5.08350 1.30683
H: -2.52100 -3.23573 2.64675
H: -1.83203 -1.15439 1.55132
H: -3.02041 -2.74875 -2.24379
H: -3.71993 -4.82806 -1.13954
H: -4.34924 0.17300 0.38152
H: -5.78711 2.07742 0.98338
H: -5.32302 4.32719 0.06976
H: -3.40064 4.66372 -1.45298
H: -1.95465 2.76941 -2.05095
H: -0.33747 -1.97771 -3.13686
H: -0.29183 -2.37767 -5.55985
H: -1.76013 -1.07244 -7.06725
H: -3.27307 0.64142 -6.12915
H: -3.31889 1.05989 -3.70884

Calculated values
total charge: 0
LUMO level (alpha / beta): 0.072 / -0.611 eV
multiplicity: 2
⟨S²⟩: 0.75
orbital gap (alpha / beta): 6.81 / 6.16 eV
HOMO (alpha / beta): -6.7 / -6.8 eV

[4]
DFT (the ωB97M-V functional and the def2-TZVPD basis) results for a structure of composition C13H22CoIN4O in a non-equilibrium geometry.

Element x y z (Å)
C: 1.43424 -0.81019 -3.04256
I: 2.12767 -2.68449 -3.15905
H: 1.63484 -0.17867 -3.94791
H: 0.38582 -0.71083 -2.81767
H: 1.86391 -0.24244 -2.15296
C: 2.53816 0.07302 3.23357
C: 3.37492 0.68564 2.34350
N: 2.67389 0.84333 1.14877
C: 1.38742 0.33671 1.26330
N: 1.33382 -0.10984 2.55509
H: 2.73189 -0.18515 4.23214
H: 4.38441 1.00613 2.45879
C: -3.30890 -1.93690 -1.06207
C: -1.59902 -0.45950 -0.73525
N: -2.15652 -1.64518 -0.31049
H: -4.28278 -0.77893 -2.63668
N: -2.51328 0.00099 -1.69040
H: -3.87772 -2.86077 -0.95700
Co: -0.07254 0.66862 -0.03913
C: 0.31426 2.28574 -0.84378
O: 0.48515 2.91910 -1.85079
C: -3.49949 -0.92704 -1.90382
C: -2.46867 1.24386 -2.38375
H: -3.42723 1.39212 -2.91932
H: -1.65482 1.27351 -3.13608
H: -2.35331 2.10683 -1.70408
C: -1.70230 -2.51401 0.74003
H: -2.07294 -3.54156 0.55440
H: -2.09313 -2.22396 1.71926
H: -0.61753 -2.52920 0.77682
C: 0.18532 -0.63167 3.24810
H: 0.45699 -1.53676 3.82758
H: -0.62009 -0.89590 2.55132
H: -0.23685 0.10113 3.96593
C: 3.26238 1.45205 -0.01516
H: 3.39428 0.72240 -0.82610
H: 4.23485 1.85994 0.27233
H: 2.66685 2.29242 -0.38871
C: -1.11312 1.89210 1.01210
H: -1.72186 2.55788 0.37508
H: -0.33159 2.52070 1.45792
H: -1.73749 1.50666 1.79911

Calculated values
total charge: -2
LUMO level (alpha / beta): 3.849 / 4.207 eV
multiplicity: 5
⟨S²⟩: 6.07
orbital gap (alpha / beta): 1.40 / 6.78 eV
HOMO (alpha / beta): 2.4 / -2.6 eV

We obtain total energy values of -7225.2149; -79729.7080; -112178.0053; -67565.4026 eV for the records listed above, in that order.